Entry 1:
Density functional theory data (the ωB97M-V functional and the def2-TZVPD basis) for a molecular structure, C40H36F3N2O3P2S3Sc in a non-equilibrium geometry.

The largest force on an atom is 1.73 eV Å⁻¹. As for the relative energy (zero: lowest compared OMol25 entry of this formula, charge and spin): 1.021 eV. The value obtained for the lowest unoccupied orbital energy is -0.65 eV. Its energy is -131126.65956 eV.

Geometry as ORCA input:
```
! RIJCOSX wB97M-V def2-TZVPD def2/J DEFGRID3
* xyz 0 1
Sc -0.4895 2.1747 1.1334
C -2.4283 4.9485 0.8372
C -3.3552 4.3687 -0.2279
C -2.9404 4.8313 -1.6220
C -3.4235 2.8616 -0.0913
C -2.5896 1.9919 -0.8035
C -2.7498 0.6052 -0.7131
C -3.7050 0.0497 0.1250
C -3.8844 -1.4361 0.2595
C -4.5066 0.9202 0.8633
C -4.3729 2.2898 0.7570
H -2.2810 6.0219 0.7072
H -1.4275 4.5084 0.7227
H -2.7827 4.7579 1.8491
H -4.3662 4.7378 -0.0292
H -1.8815 4.6390 -1.8057
H -3.0883 5.9076 -1.7144
H -3.5208 4.3391 -2.4029
H -1.8898 2.3968 -1.5266
H -2.1215 -0.0472 -1.3078
H -4.8876 -1.7406 -0.0437
H -3.7518 -1.7487 1.2974
H -3.1712 -1.9785 -0.3595
H -5.2575 0.5103 1.5293
H -5.0192 2.9391 1.3354
S 1.0715 3.8378 2.0722
C 1.6956 3.8401 0.4393
S 0.6092 3.2924 -0.8161
C 2.9880 4.1850 0.1648
C 3.8945 4.5519 1.2099
N 4.6338 4.8282 2.0465
C 3.4874 4.1375 -1.1770
N 3.8871 4.1002 -2.2549
F -2.2086 -0.8919 4.4245
C -2.7498 0.3216 4.4640
F -2.7742 0.7495 5.7203
F -3.9921 0.2528 3.9949
S -1.7534 1.4962 3.4596
O -2.5422 2.6752 3.2132
O -0.4980 1.6736 4.1280
O -1.5593 0.7527 2.1530
C 0.2753 -1.9102 0.1066
P 0.8948 -0.2028 0.3230
C 1.5358 -0.1987 2.0396
C 1.0010 -0.9996 3.0512
C 1.4686 -0.8947 4.3492
C 2.4649 0.0221 4.6621
C 2.9964 0.8275 3.6689
C 2.5393 0.7122 2.3642
C 2.4549 -0.1725 -0.6149
C 3.5779 -0.8420 -0.1259
C 4.7784 -0.7898 -0.8102
C 4.8701 -0.0700 -1.9959
C 3.7557 0.5791 -2.4998
C 2.5500 0.5257 -1.8126
P -0.5435 -2.3126 -1.4978
C -0.7773 -4.1161 -1.2786
C -1.0033 -4.8786 -2.4266
C -1.2606 -6.2350 -2.3382
C -1.3070 -6.8577 -1.0964
C -1.0905 -6.1125 0.0498
C -0.8249 -4.7506 -0.0410
C 0.7956 -2.2854 -2.7325
C 0.5880 -1.5330 -3.8828
C 1.5479 -1.4970 -4.8878
C 2.7217 -2.2147 -4.7413
C 2.9396 -2.9720 -3.5941
C 1.9796 -3.0109 -2.5998
H -0.5066 -2.0443 0.8598
H 1.1013 -2.5894 0.3466
H 0.2072 -1.7044 2.8408
H 1.0464 -1.5233 5.1227
H 2.8220 0.1089 5.6793
H 3.7635 1.5552 3.8983
H 2.9806 1.3396 1.5959
H 3.5268 -1.3805 0.8144
H 5.6465 -1.2968 -0.4098
H 5.8143 -0.0118 -2.5212
H 3.8268 1.1551 -3.4121
H 1.6956 1.0599 -2.2025
H -0.9666 -4.4073 -3.4024
H -1.4275 -6.8092 -3.2399
H -1.5072 -7.9185 -1.0271
H -1.1227 -6.5871 1.0217
H -0.6526 -4.1970 0.8724
H -0.3330 -0.9733 -3.9973
H 1.3772 -0.9072 -5.7785
H 3.4760 -2.1841 -5.5169
H 3.8595 -3.5296 -3.4780
H 2.1465 -3.6162 -1.7157
*
```

Population analysis type Mulliken, resulting atomic charges in e: 0.225 -1.049 0.401 -1.601 0.659 -0.867 -0.211 0.873 -1.389 -0.552 -0.812 0.555 0.127 0.108 0.509 0.199 0.462 0.392 0.634 0.505 0.463 0.292 0.071 0.437 0.379 -0.476 0.797 -0.657 0.832 -0.172 -0.545 -0.115 -0.578 -0.186 0.577 -0.197 -0.160 1.072 -0.604 -0.580 -0.337 -1.766 1.787 0.381 -0.751 -0.437 -0.716 -0.771 -0.600 1.174 -0.534 -0.954 -0.612 -0.711 -0.585 0.239 0.464 -0.579 -0.598 -0.527 -0.654 -0.356 0.371 -0.384 -0.654 -0.515 -0.697 -0.230 0.509 0.950 0.242 0.437 0.389 0.480 0.517 0.500 0.426 0.416 0.489 0.413 0.386 0.398 0.378 0.412 0.391 0.387 0.428 0.403 0.437 0.346

***

Entry 2:
Density functional theory data (the ωB97M-V functional and the def2-TZVPD basis) for 6 unconnected molecules or ions with the total composition C40H36FN4O23PS in a non-equilibrium geometry.

The largest force on an atom is 8.00 eV Å⁻¹. As for the relative energy (zero: lowest compared OMol25 entry of this formula, charge and spin): 3.085 eV. The value obtained for the lowest unoccupied orbital energy is -1.91 eV. Its energy is -117950.52757 eV. Its SMILES is CCN[C@]1(CCC(N)=O)C(=O)N[C@H]([PH2]=S)[C@@]1(F)N=C=O.O=C1C=C(O)C(=O)C=C1O.O=C1C=C(O)C(=O)C=C1O.O=C1C=C(O)C(=O)C=C1O.O=C1C=C(O)C(=O)C=C1O.O=C1C=C(O)C(=O)C=C1O.

Geometry as ORCA input:
```
! RIJCOSX wB97M-V def2-TZVPD def2/J DEFGRID3
* xyz 0 1
C 1.9774 5.3872 -1.6500
C 2.3643 4.0653 -2.5119
N 1.4008 2.9421 -2.4374
C 1.3248 2.2793 -1.0816
C 0.0913 2.9404 -0.3172
C -0.9369 1.9836 0.4545
C -1.7743 2.8835 1.5235
N -1.2889 2.8055 2.9477
O -2.7518 3.6354 1.1806
C 2.6590 2.3825 -0.1257
O 3.0629 3.3345 0.6057
N 3.5413 1.1950 -0.1888
C 3.0548 0.4448 -1.4256
P 4.1091 0.9665 -2.9285
S 4.8770 -0.6962 -3.6755
C 1.4502 0.7268 -1.4678
F 1.2061 0.6743 -2.9229
N 0.5727 -0.3447 -0.9763
C 1.0362 -0.9684 0.0745
O 1.5626 -1.8204 0.8416
H 2.9552 6.0245 -1.6200
H 1.1716 6.0350 -2.1672
H 1.7102 5.1792 -0.5569
H 2.3461 4.4317 -3.6210
H 3.4778 3.7648 -2.3448
H 0.4714 3.1516 -2.8192
H -0.5499 3.6382 -0.9939
H 0.5326 3.6650 0.4847
H -0.4862 1.0799 0.9936
H -1.7266 1.6356 -0.3283
H -1.2366 1.7854 3.1306
H -0.2996 3.1202 2.8917
H 4.5325 1.5200 -0.2354
H 3.4224 -0.6267 -1.2431
H 3.3875 1.7019 -3.9221
H 5.2651 1.7636 -2.5435
C -3.7115 -3.9942 2.6922
C -3.4250 -2.7055 2.4967
C -2.0184 -2.2123 2.5127
O -1.7896 -1.0286 2.3103
C -0.9524 -3.1838 2.7790
C -1.2388 -4.4718 2.9786
C -2.6424 -4.9696 2.9351
O -2.8683 -6.1567 3.1026
O -0.2558 -5.3845 3.2293
O -4.4107 -1.7873 2.2722
H -4.7276 -4.3660 2.6800
H 0.0625 -2.8096 2.8050
H -0.7172 -6.2407 3.3354
H -3.9494 -0.9324 2.1600
C 0.2133 8.2372 -5.7089
C -0.0015 9.4657 -6.1850
C 0.2131 10.6745 -5.3394
O 0.0255 11.7827 -5.8121
C 0.6434 10.4749 -3.9507
C 0.8548 9.2464 -3.4737
C 0.6665 8.0393 -4.3281
O 0.8864 6.9302 -3.8650
O 1.2531 9.0483 -2.1822
O -0.4256 9.6634 -7.4667
H 0.0634 7.3518 -6.3126
H 0.7785 11.3593 -3.3425
H 1.3390 8.0792 -2.0812
H -0.5047 10.6333 -7.5676
C -0.4329 -4.0374 -1.6385
C -1.4252 -4.9272 -1.5832
C -1.7874 -5.7608 -2.7637
O -2.6885 -6.5787 -2.6727
C -1.0353 -5.5553 -4.0069
C -0.0445 -4.6623 -4.0632
C 0.3349 -3.8488 -2.8738
O 1.2575 -3.0548 -2.9542
O 0.6612 -4.4597 -5.2141
O -2.1475 -5.1083 -0.4381
H -0.1588 -3.4280 -0.7873
H -1.3195 -6.1540 -4.8622
H 1.3198 -3.7689 -4.9972
H -2.8032 -5.8032 -0.6494
C -2.4728 3.4427 6.6349
C -3.2230 3.6006 7.7277
C -2.7142 3.2296 9.0789
O -3.4193 3.4047 10.0588
C -1.3665 2.6561 9.1729
C -0.6181 2.4951 8.0798
C -1.1169 2.8917 6.7325
O -0.3996 2.7478 5.7562
O 0.6362 1.9603 8.1533
O -4.4874 4.1098 7.6509
H -2.8289 3.7099 5.6482
H -1.0159 2.3746 10.1569
H 0.9687 1.9507 7.2334
H -4.8176 4.1253 8.5714
C 0.5878 -11.0572 -1.7821
C 0.3943 -9.8340 -2.2799
C 0.6123 -8.6150 -1.4501
O 0.4442 -7.5111 -1.9426
C 1.0216 -8.7976 -0.0533
C 1.2118 -10.0209 0.4455
C 1.0204 -11.2388 -0.3919
O 1.2207 -12.3409 0.0912
O 1.5900 -10.2043 1.7441
O -0.0106 -9.6511 -3.5707
H 0.4354 -11.9501 -2.3739
H 1.1592 -7.9052 0.5430
H 1.6620 -11.1732 1.8594
H -0.0768 -8.6822 -3.6877
*
```

Atomic partial charges in e from the Mulliken method, atoms 1 to 99: -0.598 -0.442 -0.156 1.250 -1.236 0.082 0.036 -0.403 -0.571 0.105 -0.594 -0.361 -0.618 0.154 -0.389 0.524 -0.451 -0.484 0.767 -0.541 0.475 -0.039 0.168 0.428 0.093 0.410 0.296 0.259 -0.125 0.288 0.299 0.317 0.377 0.552 0.100 0.106 -0.887 0.393 0.876 -0.573 -0.907 0.421 0.920 -0.642 -0.600 -0.600 0.443 0.468 0.339 0.314 -1.036 0.377 0.939 -0.600 -0.790 0.340 0.793 -0.431 -0.574 -0.559 0.431 0.432 0.293 0.348 -0.753 0.300 0.707 -0.676 -0.892 0.296 1.088 -0.563 -0.605 -0.387 0.336 0.502 0.346 0.312 -0.879 0.472 0.838 -0.610 -0.881 0.300 0.840 -0.582 -0.577 -0.564 0.520 0.413 0.345 0.345 -0.841 0.347 0.882 -0.443 -1.043 0.374 0.879